Formula: C29H24ClIN2O4PSeTl
Source: the Open Molecules 2025 dataset
Level of theory: ωB97M-V/def2-TZVPD

XYZ file:
```
64
C29H24ClIN2O4PSeTl | the Open Molecules 2025 dataset | ωB97M-V/def2-TZVPD
Tl 0.639 1.292 -1.455
Cl -2.293 2.608 -0.675
C -3.779 1.738 -0.404
C -4.966 2.447 -0.531
C -6.168 1.780 -0.375
C -6.178 0.416 -0.102
C -4.982 -0.268 0.026
C -3.753 0.381 -0.114
P -2.150 -0.498 0.109
C -1.951 -1.405 -1.462
C -0.865 -2.278 -1.560
C -0.588 -2.935 -2.747
C -1.379 -2.708 -3.868
C -2.444 -1.825 -3.789
C -2.731 -1.178 -2.592
C -2.656 -1.803 1.297
C -2.885 -3.138 0.978
C -3.238 -4.047 1.969
C -3.371 -3.633 3.284
C -3.147 -2.301 3.612
C -2.784 -1.398 2.627
H -4.936 3.504 -0.757
H -7.098 2.326 -0.472
H -7.116 -0.111 0.017
H -4.990 -1.327 0.257
H -0.234 -2.443 -0.693
H 0.249 -3.620 -2.803
H -1.161 -3.216 -4.799
H -3.058 -1.636 -4.660
H -3.569 -0.493 -2.546
H -2.802 -3.473 -0.048
H -3.415 -5.083 1.706
H -3.644 -4.344 4.054
H -3.247 -1.969 4.638
H -2.600 -0.362 2.893
N 0.591 1.274 1.208
C 1.463 2.171 1.987
C 1.313 3.616 1.514
C 1.907 3.766 0.119
O 3.094 4.083 0.026
O 1.128 3.488 -0.864
H -0.383 1.470 1.414
H 0.751 0.303 1.461
H 2.497 1.850 1.841
H 1.250 2.103 3.058
H 1.856 4.267 2.198
H 0.256 3.896 1.509
I 9.328 3.487 -0.236
C 7.666 2.239 -0.376
C 7.860 0.868 -0.510
C 6.758 0.037 -0.604
C 5.475 0.581 -0.567
C 5.292 1.952 -0.435
C 6.393 2.788 -0.333
C 4.264 -0.259 -0.680
O 4.543 -1.603 -0.661
O 3.129 0.124 -0.744
H 8.858 0.455 -0.537
H 6.895 -1.031 -0.698
H 4.304 2.395 -0.387
H 6.238 3.851 -0.217
Se 3.184 -2.707 -1.063
C 2.060 -2.325 0.349
N 1.322 -2.138 1.214
```

- frontier orbital gap (eV) = 7.41
- total charge = 0
- total energy (Eh) = -5203.145218
- relative energy (zero: lowest compared OMol25 entry of this formula, charge and spin) (kJ/mol) = 90.6

Löwdin atomic charge list, values in e, 5 entries: number 1, Tl, carries 0.835; number 2, Cl, carries 0.668; number 3, C, carries -0.642; number 4, C, carries -0.105; number 5, C, carries -0.074



Formula: C29H24F6N3O6PdS2
Source: the Open Molecules 2025 dataset
Level of theory: ωB97M-V/def2-TZVPD

XYZ file:
```
71
C29H24F6N3O6PdS2 | the Open Molecules 2025 dataset | ωB97M-V/def2-TZVPD
Pd 2.028 -0.485 0.458
F 6.810 -0.837 -0.120
C 5.958 -1.084 0.883
F 5.330 0.060 1.147
F 6.692 -1.407 1.952
S 4.735 -2.464 0.435
O 3.904 -1.852 -0.564
O 5.576 -3.543 0.034
N 4.045 -2.753 1.813
S 2.931 -1.845 2.422
O 1.577 -2.224 2.176
O 3.233 -0.439 2.500
C 3.199 -2.361 4.214
F 2.410 -1.653 5.033
F 2.941 -3.651 4.443
F 4.459 -2.133 4.601
C -1.580 3.670 -0.382
C -1.418 2.743 0.639
C -0.240 2.038 0.773
C 0.819 2.243 -0.130
C 0.650 3.212 -1.138
C -0.539 3.899 -1.267
N 1.957 1.486 -0.082
C 3.179 2.030 -0.378
C 4.120 1.294 -1.121
C 5.381 1.805 -1.347
C 5.744 3.045 -0.835
C 4.818 3.790 -0.121
C 3.542 3.309 0.086
H -2.513 4.205 -0.489
H -2.237 2.566 1.321
H -0.105 1.306 1.562
H 1.445 3.371 -1.853
H -0.661 4.612 -2.073
H 3.825 0.319 -1.505
H 6.098 1.232 -1.917
H 6.742 3.428 -0.993
H 5.097 4.754 0.283
H 2.820 3.882 0.652
C -5.471 1.287 -2.924
C -5.138 1.011 -1.485
C -5.723 1.794 -0.497
C -5.365 1.639 0.830
C -4.422 0.693 1.179
C -3.852 -0.130 0.209
N -2.857 -1.022 0.622
C -2.716 -2.314 0.185
C -3.826 -3.163 0.115
C -3.678 -4.499 -0.184
C -2.420 -5.024 -0.451
C -1.313 -4.195 -0.418
C -1.439 -2.850 -0.097
C -0.221 -1.985 -0.084
O -0.330 -0.825 0.429
O 0.846 -2.378 -0.596
C -4.209 0.029 -1.139
C -3.552 -0.826 -2.183
H -6.175 2.112 -2.994
H -5.906 0.416 -3.414
H -4.568 1.567 -3.468
H -6.458 2.538 -0.776
H -5.818 2.264 1.587
H -4.110 0.572 2.206
H -1.924 -0.600 0.775
H -4.802 -2.748 0.323
H -4.549 -5.142 -0.196
H -2.312 -6.071 -0.691
H -0.322 -4.567 -0.636
H -4.042 -1.801 -2.246
H -2.507 -0.998 -1.930
H -3.593 -0.358 -3.161
```

- frontier orbital gap (alpha / beta) (eV) = 7.65 / 5.73
- total charge = -1
- 2S+1 = 3
- total energy (Eh) = -3258.715060

Löwdin atomic charge list, values in e, 5 entries: number 1, Pd, carries 0.881; number 2, F, carries 0.120; number 3, C, carries -0.649; number 4, F, carries 0.113; number 5, F, carries 0.129



Formula: C29H24NaO
Source: the Open Molecules 2025 dataset
Level of theory: ωB97M-V/def2-TZVPD

XYZ file:
```
55
C29H24NaO | the Open Molecules 2025 dataset | ωB97M-V/def2-TZVPD
C -5.563 -2.559 -1.348
C -4.323 -1.727 -1.183
C -4.214 -0.489 -1.823
C -3.109 0.340 -1.624
C -2.060 -0.092 -0.767
C -0.984 0.826 -0.320
C 0.362 0.642 -0.805
C 0.895 -0.643 -1.072
C 2.270 -0.871 -0.943
C 3.126 0.219 -0.758
O 4.458 0.080 -0.381
C 5.260 -0.854 -1.069
C 6.173 -0.316 -1.974
C 6.823 -1.173 -2.857
C 6.559 -2.546 -2.826
C 5.725 -3.079 -1.837
C 5.116 -2.233 -0.902
C 2.628 1.537 -0.822
C 1.264 1.741 -0.896
C -2.101 -1.396 -0.236
C -3.254 -2.167 -0.396
H -5.456 -3.576 -0.950
H -6.434 -2.101 -0.860
H -5.839 -2.667 -2.404
H -5.011 -0.207 -2.516
H -3.029 1.293 -2.164
H -1.266 1.890 -0.203
H 0.252 -1.488 -1.324
H 2.697 -1.878 -0.970
H 6.323 0.764 -2.003
H 7.527 -0.762 -3.578
H 7.027 -3.215 -3.552
H 5.527 -4.152 -1.785
H 4.499 -2.619 -0.085
H 3.333 2.371 -0.788
H 0.859 2.758 -0.946
H -1.213 -1.807 0.256
H -3.306 -3.141 0.096
C 0.214 2.596 2.852
Na -4.020 1.184 0.572
C 0.553 1.453 2.141
C -0.642 0.681 1.877
C -1.716 1.319 2.642
C -1.204 2.567 3.130
C -2.063 3.487 3.750
C -3.393 3.104 3.984
C -3.912 1.939 3.392
C -3.053 0.947 2.884
H 0.876 3.367 3.224
H 1.530 1.227 1.728
H -0.658 -0.400 1.706
H -1.661 4.454 4.037
H -4.043 3.712 4.611
H -4.993 1.756 3.384
H -3.358 -0.094 2.700
```

- frontier orbital gap (eV) = 2.56
- total charge = -1
- total energy (Eh) = -1356.913636

Löwdin atomic charge list, values in e, 5 entries: number 1, C, carries -0.084; number 2, C, carries -0.326; number 3, C, carries -0.099; number 4, C, carries -0.108; number 5, C, carries -0.275



Formula: C29H25BrCaN8OPS3
Source: the Open Molecules 2025 dataset
Level of theory: ωB97M-V/def2-TZVPD

XYZ file:
```
69
C29H25BrCaN8OPS3 | the Open Molecules 2025 dataset | ωB97M-V/def2-TZVPD
Ca -1.328 -0.120 -0.159
Br -2.521 -6.837 -3.403
C -2.559 -5.220 -2.415
C -2.927 -5.242 -1.064
C -2.968 -4.085 -0.338
C -2.622 -2.822 -0.903
O -2.688 -1.764 -0.209
C -2.220 -2.829 -2.282
C -1.733 -1.669 -3.025
N -1.389 -0.539 -2.529
C -0.887 0.534 -3.353
C -0.737 0.458 -4.711
C -0.296 1.574 -5.460
C -0.028 2.758 -4.840
C -0.149 2.869 -3.430
C 0.097 4.079 -2.729
C -0.009 4.113 -1.378
C -0.340 2.921 -0.683
N -0.590 1.808 -1.318
C -0.535 1.755 -2.677
C -2.223 -4.031 -3.007
H -3.183 -6.186 -0.597
H -3.259 -4.087 0.703
H -1.643 -1.857 -4.106
H -0.970 -0.452 -5.244
H -0.192 1.477 -6.531
H 0.270 3.626 -5.409
H 0.351 4.965 -3.294
H 0.149 5.014 -0.801
H -0.390 2.917 0.396
H -1.926 -4.012 -4.050
C 3.381 -3.004 2.056
N 2.301 -2.703 1.153
C 1.886 -3.498 0.127
C 0.886 -2.818 -0.485
N 0.686 -1.624 0.134
C 1.549 -1.583 1.121
P 1.816 -0.276 2.353
C 2.239 1.032 1.148
N 2.432 0.775 -0.126
C 2.954 1.915 -0.648
C 3.099 2.851 0.330
N 2.670 2.274 1.484
C 2.663 2.931 2.765
C 0.101 -0.058 2.940
N -0.972 -0.451 2.270
C -2.021 -0.319 3.125
C -1.572 0.140 4.326
N -0.215 0.267 4.218
C 0.624 0.842 5.236
H 3.691 -4.032 1.869
H 4.225 -2.334 1.886
H 3.050 -2.909 3.092
H 2.323 -4.454 -0.061
H 0.297 -3.129 -1.328
H 3.184 2.002 -1.690
H 3.452 3.859 0.317
H 3.509 3.616 2.793
H 1.725 3.462 2.917
H 2.800 2.181 3.546
H -3.028 -0.534 2.821
H -2.091 0.425 5.218
H 0.463 0.319 6.181
H 1.670 0.727 4.954
H 0.381 1.902 5.338
S -3.623 4.684 1.992
C -2.691 3.302 1.862
S -3.196 1.981 0.835
S -1.204 3.120 2.777
```

- frontier orbital gap (eV) = 4.32
- total charge = -1
- total energy (Eh) = -6421.160361
- relative energy (zero: lowest compared OMol25 entry of this formula, charge and spin) (kJ/mol) = 37.5

Löwdin atomic charge list, values in e, 5 entries: number 1, Ca, carries 1.205; number 2, Br, carries 0.676; number 3, C, carries -0.720; number 4, C, carries -0.137; number 5, C, carries -0.008



Formula: C29H25CdF4N7O2S2
Source: the Open Molecules 2025 dataset
Level of theory: ωB97M-V/def2-TZVPD

XYZ file:
```
70
C29H25CdF4N7O2S2 | the Open Molecules 2025 dataset | ωB97M-V/def2-TZVPD
Cd -0.511 -0.051 0.934
C -0.728 -2.436 3.206
N -1.476 -1.211 2.939
C -1.397 -0.304 4.071
C -2.854 -1.505 2.550
C -2.942 -1.854 1.072
N -2.590 -0.657 0.318
C -3.385 -0.165 -0.641
C -3.170 1.163 -1.115
F -2.152 1.856 -0.576
C -3.932 1.773 -2.073
F -3.627 3.041 -2.421
C -5.002 1.145 -2.691
C -5.228 -0.150 -2.280
F -6.233 -0.854 -2.853
C -4.469 -0.791 -1.324
F -4.767 -2.100 -1.115
H -1.202 -3.004 4.025
H 0.293 -2.184 3.489
H -0.666 -3.050 2.312
H -1.781 -0.771 4.994
H -1.966 0.602 3.863
H -0.356 -0.018 4.236
H -3.460 -0.614 2.724
H -3.267 -2.325 3.163
H -3.940 -2.221 0.868
H -2.234 -2.659 0.850
H -5.610 1.634 -3.439
C -0.410 0.185 -2.648
C 0.609 -0.523 -1.813
N 1.188 0.148 -0.881
N 2.370 -0.401 -0.395
C 2.620 -0.462 0.858
S 1.630 -0.197 2.260
S 4.377 -0.780 1.193
C 4.831 0.984 1.305
C 4.813 1.717 -0.011
C 3.740 2.539 -0.335
C 3.689 3.186 -1.564
C 4.716 3.024 -2.483
C 5.796 2.204 -2.166
C 5.837 1.554 -0.942
C 0.837 -1.956 -2.029
C 1.151 -2.482 -3.280
C 1.324 -3.843 -3.480
C 1.140 -4.696 -2.382
C 0.783 -4.209 -1.143
C 0.591 -2.812 -0.900
O 0.195 -2.374 0.232
H -0.449 1.243 -2.397
H -0.144 0.068 -3.704
H -1.398 -0.264 -2.521
H 4.121 1.432 2.001
H 5.821 1.010 1.763
H 2.920 2.645 0.368
H 2.834 3.805 -1.806
H 4.671 3.520 -3.445
H 6.597 2.061 -2.882
H 6.664 0.891 -0.706
H 1.294 -1.799 -4.113
H 1.595 -4.233 -4.453
H 1.277 -5.766 -2.509
H 0.634 -4.879 -0.301
O -0.534 2.237 1.602
N -1.463 2.494 2.410
C -1.480 3.728 2.902
C -0.522 4.741 2.542
N 0.211 5.590 2.279
C -2.504 4.051 3.858
N -3.316 4.332 4.627
```

- frontier orbital gap (eV) = 6.52
- total charge = -2
- total energy (Eh) = -3017.437991
- relative energy (zero: lowest compared OMol25 entry of this formula, charge and spin) (kJ/mol) = 58.9

Löwdin atomic charge list, values in e, 5 entries: number 1, Cd, carries 1.328; number 2, C, carries -0.140; number 3, N, carries -0.345; number 4, C, carries -0.135; number 5, C, carries -0.219



Formula: C29H25Cl2N6O2RuS2
Source: the Open Molecules 2025 dataset
Level of theory: ωB97M-V/def2-TZVPD

XYZ file:
```
67
C29H25Cl2N6O2RuS2 | the Open Molecules 2025 dataset | ωB97M-V/def2-TZVPD
Ru 0.082 -0.360 1.398
Cl 1.240 4.381 0.586
C 1.527 3.460 2.012
C 2.234 4.039 3.083
C 2.491 3.328 4.220
Cl 3.371 4.060 5.510
C 2.047 1.986 4.351
C 2.282 1.151 5.465
C 1.824 -0.136 5.442
C 1.118 -0.606 4.324
N 0.856 0.151 3.281
C 1.328 1.437 3.275
C 1.068 2.165 2.088
O 0.391 1.553 1.125
H 2.576 5.062 2.995
H 2.826 1.535 6.317
H 1.996 -0.808 6.270
H 0.760 -1.626 4.296
S -1.021 -2.329 2.363
C -2.338 -1.315 2.069
N -3.627 -1.729 2.000
C -4.623 -0.893 1.635
C -4.327 0.397 1.299
C -2.985 0.794 1.387
N -2.038 -0.024 1.804
H -3.827 -2.694 2.238
H -5.621 -1.310 1.616
H -5.099 1.081 0.983
H -2.669 1.802 1.143
S 2.242 -1.194 0.930
C 3.061 0.194 0.293
N 4.310 0.431 0.753
C 5.087 1.462 0.355
C 4.606 2.356 -0.557
C 3.316 2.156 -1.064
C 2.555 1.085 -0.656
H 4.668 -0.220 1.442
H 6.068 1.521 0.803
H 5.218 3.186 -0.873
H 2.915 2.850 -1.791
H 1.558 0.918 -1.038
C -2.054 -3.045 -4.315
N -1.331 -2.779 -3.080
N -1.334 -1.544 -2.472
C -0.728 -1.653 -1.251
O -0.525 -0.605 -0.555
C -0.379 -3.008 -1.090
C -0.773 -3.664 -2.239
C -0.665 -5.105 -2.590
C -1.615 -0.337 -3.179
C -0.980 -0.075 -4.385
C -1.265 1.104 -5.056
C -2.155 2.019 -4.512
C -2.767 1.755 -3.294
C -2.505 0.570 -2.626
H -2.774 -2.250 -4.485
H -2.589 -3.987 -4.213
H -1.375 -3.102 -5.164
H 0.142 -3.438 -0.255
H -0.121 -5.633 -1.812
H -0.138 -5.240 -3.534
H -1.651 -5.562 -2.686
H -0.265 -0.780 -4.790
H -0.782 1.312 -6.001
H -2.375 2.937 -5.039
H -3.460 2.471 -2.871
H -2.982 0.339 -1.682
```

- frontier orbital gap (alpha / beta) (eV) = 6.28 / 6.19
- total charge = +2
- 2S+1 = 2
- total energy (Eh) = -3410.369188
- relative energy (zero: lowest compared OMol25 entry of this formula, charge and spin) (kJ/mol) = 24.0

Löwdin atomic charge list, values in e, 5 entries: number 1, Ru, carries 0.994; number 2, Cl, carries 0.763; number 3, C, carries -0.577; number 4, C, carries -0.100; number 5, C, carries -0.600



Formula: C29H25ClIrN6O12
Source: the Open Molecules 2025 dataset
Level of theory: ωB97M-V/def2-TZVPD

XYZ file:
```
74
C29H25ClIrN6O12 | the Open Molecules 2025 dataset | ωB97M-V/def2-TZVPD
Ir 0.061 -0.414 0.064
Cl 1.290 6.142 2.988
C 0.766 4.564 2.508
C -0.177 3.880 3.304
C -0.619 2.635 2.963
C -0.145 1.987 1.795
O -0.591 0.795 1.538
C 0.797 2.687 0.991
C 1.309 2.178 -0.224
O 1.011 1.118 -0.820
C 1.246 3.979 1.380
H -0.546 4.360 4.202
H -1.342 2.111 3.574
H 2.034 2.806 -0.753
H 1.971 4.496 0.764
C 2.490 -0.309 -3.175
O 1.346 0.364 -3.748
C 0.164 -0.282 -3.843
C 0.076 -1.595 -4.589
C -1.274 -1.873 -5.299
C -2.442 -1.153 -4.712
C -2.293 -0.166 -3.834
C -0.966 0.344 -3.489
N -0.829 1.664 -2.986
C -1.551 2.339 -2.133
C -2.565 1.895 -1.245
C -3.524 2.867 -0.861
C -4.585 2.535 -0.067
C -4.698 1.212 0.395
C -3.748 0.266 0.096
C -2.632 0.581 -0.700
O -1.712 -0.327 -0.905
H 2.452 -1.377 -3.366
H 2.511 -0.119 -2.105
H 3.362 0.122 -3.659
H 1.450 -0.924 -5.804
H -1.241 -1.868 -6.388
H -3.427 -1.480 -5.017
H -3.159 0.327 -3.411
H -0.024 2.142 -3.374
H -1.327 3.403 -2.127
H -3.422 3.877 -1.240
H -5.325 3.274 0.203
H -5.537 0.939 1.023
H -3.809 -0.740 0.489
C 3.542 -2.405 3.689
N 3.173 -1.852 2.398
C 2.082 -1.120 2.172
N 1.259 -0.844 3.193
O 1.902 -0.660 0.996
H 4.456 -2.977 3.569
H 2.770 -3.083 4.058
H 3.721 -1.616 4.420
H 3.758 -2.008 1.595
H 1.293 -1.401 4.030
H 0.367 -0.431 2.952
O -0.883 -7.720 -0.712
N -0.786 -7.088 -1.743
O -0.923 -7.538 -2.859
C -0.475 -5.654 -1.629
C -0.355 -4.894 -2.795
C -0.079 -3.549 -2.722
C 0.132 -2.912 -1.456
O 0.551 -1.693 -1.430
C -0.107 -3.730 -0.325
C -0.365 -5.106 -0.390
N -0.200 -3.168 0.979
O -0.683 -1.999 1.134
O 0.008 -3.843 1.952
N -0.206 -2.814 -3.880
O -1.225 -3.237 -4.795
O 1.191 -1.775 -5.427
H -0.526 -5.360 -3.755
H -0.515 -5.693 0.503
```

- frontier orbital gap (eV) = 6.42
- total charge = +1
- total energy (Eh) = -2915.572520
- relative energy (zero: lowest compared OMol25 entry of this formula, charge and spin) (kJ/mol) = 80.4

Löwdin atomic charge list, values in e, 5 entries: number 1, Ir, carries 1.514; number 2, Cl, carries 0.694; number 3, C, carries -0.667; number 4, C, carries -0.062; number 5, C, carries 0.015